180
Properties=species:S:1:pos:R:3:forces:R:3:lowdin_charge:R:1 method="wB97M-V/def2-TZVPD" e_homo_ev=-8.622 e_lumo_ev=-0.01 total_energy_ev=-101441.3463 homo_lumo_gap_ev=8.611 e_above_lowest_kj_mol=27.1 fmax_ev_per_a=2.0
C 0.956479 -3.481306 7.354781 -0.731 -0.143 0.033 0.00
C 0.900775 -3.680641 5.858316 0.745 0.652 0.937 -0.54
O 1.741321 -4.393850 5.325347 0.168 -0.406 -0.830 0.01
N -0.007738 -2.954856 5.200962 -0.217 0.117 -0.540 0.04
C -0.160378 -2.935746 3.752672 -0.645 -0.485 0.550 -0.06
H 1.052259 -4.458783 7.819644 0.068 -0.023 0.092 0.08
H 0.061111 -2.982062 7.733864 0.068 -0.069 0.037 0.08
H 1.799746 -2.849013 7.613982 0.091 -0.064 -0.124 0.06
H -0.630649 -2.385758 5.740782 -0.003 0.127 0.137 0.14
H -0.174436 -1.919742 3.365811 0.156 0.070 0.001 0.07
H -1.105683 -3.419334 3.498682 0.138 0.091 -0.231 0.07
H 0.641889 -3.520169 3.318877 0.089 0.099 -0.084 0.06
C 0.059445 -0.312767 -6.277692 0.304 -0.372 0.218 0.01
C -1.126995 0.552740 -5.924824 -0.046 -0.122 -0.704 -0.54
O -1.617335 1.320314 -6.740061 -0.045 0.111 0.219 0.03
N -1.629938 0.380651 -4.680024 -0.013 0.034 0.433 0.04
C -2.693176 1.164930 -4.124858 -0.752 0.656 0.747 -0.09
H -0.211184 -1.364243 -6.422533 -0.288 0.103 0.181 0.07
H 0.814638 -0.261645 -5.489235 -0.008 0.054 -0.164 0.05
H 0.494284 0.007475 -7.217409 0.002 0.296 0.024 0.09
H -1.162267 -0.225559 -4.024929 0.298 -0.151 -0.193 0.08
H -3.507819 0.566827 -3.704207 0.068 -0.228 -0.345 0.07
H -3.111819 1.872259 -4.838209 0.125 -0.267 -0.307 0.09
H -2.391953 1.778519 -3.263106 0.299 -0.208 -0.184 0.05
C -1.037969 6.914026 -2.591150 -0.374 0.386 0.471 0.02
C -0.739678 5.466011 -2.854494 0.179 0.943 -0.519 -0.57
O -0.613000 4.659234 -1.958947 -0.136 -0.960 0.961 0.02
N -0.664707 5.123379 -4.145029 -0.006 -0.172 -1.028 0.03
C -0.380675 3.775768 -4.597014 0.278 -0.848 1.422 -0.04
H -2.079008 6.983738 -2.256761 0.037 -0.009 -0.123 0.08
H -0.900550 7.570823 -3.446880 0.017 -0.066 -0.097 0.08
H -0.466680 7.296617 -1.746481 0.188 -0.166 -0.059 0.08
H -0.538594 5.844834 -4.828987 -0.178 0.251 0.036 0.13
H -0.977425 3.067114 -4.011374 -0.203 0.307 -0.266 0.05
H 0.634354 3.473013 -4.317766 0.119 0.184 -0.569 0.08
H -0.598335 3.625072 -5.643979 0.080 0.160 -0.192 0.09
C 0.553418 -1.786956 0.377986 -0.211 0.091 -0.394 0.01
C 0.208646 -0.325654 0.475321 0.218 -0.147 -0.117 -0.53
O 0.565234 0.346393 1.439756 -0.191 0.282 0.311 -0.01
N -0.516340 0.140876 -0.551118 0.169 -0.074 0.021 0.05
C -0.996581 1.504906 -0.676722 -0.288 -0.230 -0.425 -0.04
H 1.353199 -1.951678 -0.348839 0.060 0.060 0.070 0.09
H -0.335442 -2.307566 0.017994 0.120 -0.253 0.178 0.06
H 0.845950 -2.133571 1.360413 0.048 -0.114 -0.019 0.05
H -0.562392 -0.482057 -1.347180 -0.268 0.029 -0.142 0.09
H -0.615353 2.114243 0.134730 0.052 0.014 0.076 0.07
H -2.090871 1.504914 -0.675897 0.031 0.137 0.092 0.08
H -0.670135 1.920456 -1.631564 0.057 0.145 0.105 0.07
C 4.506457 -0.632180 7.228506 -0.063 0.157 0.109 0.00
C 3.240017 -0.648388 6.395727 -0.929 0.069 0.326 -0.51
O 2.118440 -0.715717 6.921511 1.380 0.164 -0.835 0.01
N 3.441389 -0.609000 5.048565 0.168 0.251 0.156 0.03
C 2.432580 -0.750183 4.049743 -1.532 -0.082 -0.836 -0.08
H 5.409186 -0.483949 6.636375 0.002 -0.280 -0.028 0.07
H 4.535425 -1.559445 7.801637 0.187 -0.078 -0.150 0.08
H 4.492880 0.167604 7.968952 -0.318 0.069 -0.101 0.08
H 4.370369 -0.655368 4.667710 0.247 0.155 0.472 0.12
H 2.366188 0.009118 3.265245 0.788 0.249 0.276 0.07
H 1.421462 -0.678308 4.448309 0.226 -0.365 0.574 0.08
H 2.552759 -1.703586 3.530251 -0.173 -0.080 0.061 0.07
C 4.209057 0.004585 1.237201 -0.539 0.103 0.392 0.02
C 4.722033 -0.450808 -0.095305 0.734 0.473 0.863 -0.55
O 4.871972 0.321249 -1.028695 -0.188 0.325 -0.782 0.02
N 5.035872 -1.744726 -0.176228 -0.054 -1.043 -0.460 0.02
C 5.530553 -2.321281 -1.426593 0.539 1.184 0.573 -0.04
H 4.454966 -0.720136 2.013312 -0.332 -0.128 -0.007 0.06
H 3.127164 0.141103 1.119830 -0.018 -0.351 0.272 0.06
H 4.539851 0.980376 1.593377 0.436 0.023 -0.532 0.10
H 5.090788 -2.341280 0.644154 -0.059 0.199 0.150 0.07
H 5.645912 -3.387661 -1.292050 -0.191 -0.177 -0.209 0.08
H 6.506193 -1.867509 -1.633420 0.038 -0.264 -0.119 0.09
H 4.895477 -2.011614 -2.250027 -0.237 -0.384 -0.101 0.07
C -6.881194 1.874943 -2.631205 0.302 -0.347 0.027 0.00
C -5.475360 2.378330 -2.371399 -0.232 -0.167 -0.109 -0.56
O -4.664819 1.675486 -1.794214 0.325 0.033 0.280 0.01
N -5.223734 3.614661 -2.841000 -0.088 0.368 -0.591 0.03
C -4.042572 4.418824 -2.699684 0.734 0.855 1.040 -0.07
H -7.537152 2.612082 -3.083362 -0.143 0.016 0.079 0.07
H -7.268344 1.496791 -1.686359 -0.176 0.204 0.010 0.08
H -6.810760 1.003014 -3.284194 0.020 0.104 -0.098 0.09
H -5.973647 4.104246 -3.290556 -0.293 -0.178 -0.032 0.13
H -4.257129 5.239251 -2.002026 0.036 -0.053 0.028 0.08
H -3.700346 4.911834 -3.610222 -0.240 -0.425 -0.329 0.09
H -3.188945 3.904664 -2.262443 -0.194 -0.429 -0.113 0.07
C 5.058860 -4.056443 4.515560 -0.554 -0.055 -0.620 0.02
C 4.630278 -3.858440 3.070709 0.290 0.247 -0.228 -0.53
O 5.451269 -3.495602 2.219947 -0.349 -0.206 0.059 0.00
N 3.335667 -4.070207 2.773307 -0.369 -0.277 0.002 0.03
C 2.824249 -4.169797 1.413900 0.305 -0.096 0.307 -0.05
H 6.060303 -4.470208 4.476027 0.170 0.211 0.203 0.08
H 4.392240 -4.735601 5.041390 -0.071 0.084 0.085 0.07
H 5.023273 -3.076834 4.991347 0.252 -0.081 0.207 0.07
H 2.667590 -4.214541 3.519439 0.191 -0.259 0.411 0.08
H 1.744809 -4.299411 1.461008 -0.039 0.196 0.021 0.07
H 3.214882 -5.065994 0.921547 0.184 0.221 -0.108 0.09
H 3.076568 -3.271935 0.855280 -0.088 -0.108 -0.244 0.06
C 2.217486 0.084166 -2.952566 0.422 -0.456 0.799 0.01
C 2.699869 1.334349 -3.636813 -0.293 0.202 -0.528 -0.55
O 2.272534 1.659863 -4.741462 -0.048 0.059 -0.140 0.01
N 3.630067 2.041193 -2.981274 0.532 -0.354 0.740 0.01
C 4.363640 3.158813 -3.537391 -1.049 0.069 -0.540 -0.06
H 2.927914 -0.723975 -3.158865 -0.011 0.085 -0.084 0.09
H 1.239475 -0.273346 -3.257943 -0.040 0.335 -0.202 0.04
H 2.234095 0.197576 -1.862189 -0.070 0.048 -0.104 0.07
H 3.962674 1.666394 -2.096218 0.006 -0.082 -0.236 0.08
H 3.808020 4.085661 -3.357600 0.292 0.096 0.157 0.08
H 4.392995 3.051330 -4.622754 0.222 -0.083 0.036 0.08
H 5.359268 3.204156 -3.116125 0.088 0.022 0.081 0.08
C -0.111703 -5.442348 -0.790574 -0.404 0.699 0.313 0.00
C 0.970579 -6.313571 -1.365798 0.040 -0.284 -0.884 -0.54
O 1.284380 -6.218954 -2.552566 -0.038 -0.021 0.858 0.03
N 1.521685 -7.227126 -0.531532 -0.439 0.437 0.572 0.00
C 2.583828 -8.107776 -0.873889 0.769 -0.901 -0.573 -0.09
H -0.413260 -5.572174 0.252309 0.239 -0.459 -0.055 0.07
H -1.000550 -5.545499 -1.415222 0.030 -0.028 -0.037 0.08
H 0.183007 -4.390310 -0.834713 0.151 -0.094 -0.305 0.07
H 1.167140 -7.305432 0.403677 -0.155 0.220 0.044 0.13
H 3.186622 -8.360824 -0.002851 -0.014 0.274 0.110 0.08
H 3.225166 -7.660844 -1.629383 -0.011 0.119 0.007 0.09
H 2.244597 -9.068906 -1.274892 -0.195 0.129 -0.096 0.09
C -2.584350 -2.969123 -2.950231 0.287 -0.710 -0.315 0.02
C -1.175233 -2.803552 -3.461301 0.355 0.446 -0.014 -0.52
O -0.481837 -1.899730 -2.979558 -0.037 -0.014 -0.086 -0.02
N -0.706507 -3.592097 -4.440646 -0.622 -0.745 -0.120 0.05
C -1.360452 -4.786555 -4.972555 0.070 -0.275 0.019 -0.07
H -2.976635 -1.962062 -2.851278 -0.189 -0.039 0.249 0.08
H -2.521388 -3.490725 -1.992631 -0.089 0.325 0.149 0.07
H -3.223997 -3.577547 -3.588168 0.007 0.144 -0.135 0.08
H 0.178778 -3.368568 -4.860567 0.245 0.215 0.388 0.14
H -0.608024 -5.432734 -5.425856 0.055 0.339 -0.225 0.09
H -2.133528 -4.538348 -5.705147 0.084 -0.081 0.048 0.09
H -1.774466 -5.448298 -4.207305 -0.121 0.466 0.208 0.08
C -5.308320 7.687224 1.322873 -1.243 -1.218 -0.511 0.00
C -4.187772 6.712148 1.040434 0.328 0.866 0.611 -0.57
O -3.066665 7.118058 0.775169 0.012 -0.206 -0.206 0.03
N -4.483145 5.399444 1.132324 0.244 -0.486 -0.716 0.02
C -3.451033 4.395519 1.030855 0.759 -0.823 0.583 -0.07
H -5.926163 7.709401 0.412305 0.271 0.484 0.024 0.08
H -4.969084 8.666586 1.610743 0.239 0.167 -0.062 0.08
H -6.020915 7.281744 2.051488 0.337 0.146 0.227 0.08
H -5.386902 5.055829 1.385627 -0.306 0.355 0.154 0.13
H -3.052320 4.203080 2.033375 0.097 -0.051 -0.082 0.08
H -2.606173 4.664054 0.400836 -0.201 0.519 -0.113 0.07
H -3.804170 3.437299 0.644374 -0.439 0.181 -0.038 0.08
C -0.185410 3.314659 3.013924 0.242 -1.126 -0.079 0.01
C -1.402590 2.598328 3.586254 -0.565 1.519 1.145 -0.54
O -2.079336 3.241533 4.404652 0.043 -1.163 -0.787 0.00
N -1.641568 1.320161 3.218134 1.105 0.435 -0.641 0.02
C -2.755567 0.523868 3.646019 -0.766 0.626 0.102 -0.08
H 0.485469 2.671484 2.435946 -0.140 -0.034 0.045 0.06
H 0.352011 3.649335 3.897201 0.102 0.352 -0.118 0.09
H -0.466534 4.147995 2.377687 -0.213 0.164 0.186 0.07
H -0.990010 1.009736 2.502899 -0.196 -0.465 0.156 0.08
H -2.925506 0.651532 4.715697 0.167 -0.093 0.032 0.09
H -2.624949 -0.526829 3.406656 0.254 -0.054 -0.040 0.07
H -3.677568 0.877807 3.163707 0.031 -0.172 0.005 0.08
C -3.540411 -5.483376 0.879927 0.107 -0.287 -0.551 0.01
C -3.137697 -4.026039 0.847817 -0.357 -0.640 -0.353 -0.57
O -2.120506 -3.647329 1.391107 0.378 0.500 0.298 0.03
N -3.991823 -3.217827 0.195733 -0.287 0.633 -0.396 0.01
C -3.912402 -1.760218 0.154288 0.812 -0.375 0.551 -0.04
H -2.690668 -6.097845 0.582550 0.133 0.060 0.339 0.07
H -4.327709 -5.753208 0.172964 -0.210 0.238 0.198 0.08
H -3.844486 -5.732186 1.893431 0.008 -0.116 0.019 0.09
H -4.700797 -3.629728 -0.376904 -0.187 -0.266 0.117 0.12
H -4.770960 -1.389751 -0.390131 -0.039 0.222 0.035 0.09
H -2.980567 -1.405566 -0.296379 -0.125 -0.097 -0.223 0.07
H -3.880139 -1.396084 1.182955 -0.302 0.180 -0.085 0.08
C 1.139281 6.438863 1.402281 -0.418 -0.285 0.033 0.00
C 1.961760 5.216752 1.051588 0.543 -0.202 -0.152 -0.57
O 3.062093 5.012111 1.541820 -0.059 -0.121 0.179 0.03
N 1.410006 4.403383 0.120932 -0.702 0.561 0.501 0.02
C 1.953025 3.159180 -0.349806 0.412 0.037 -0.337 -0.07
H 0.976336 6.480483 2.478480 0.282 0.006 0.052 0.08
H 0.138916 6.400007 0.962232 0.123 0.192 -0.177 0.07
H 1.679137 7.328151 1.086910 -0.054 0.085 0.012 0.08
H 0.558264 4.753167 -0.288441 -0.112 -0.389 -0.272 0.08
H 1.954162 2.348235 0.385662 -0.062 0.229 0.196 0.07
H 2.975474 3.310929 -0.698218 0.009 -0.096 0.057 0.08
H 1.341464 2.840674 -1.191558 0.116 0.034 -0.069 0.06